The following is a quantum chemistry calculation of 5 unconnected molecules or ions with the total composition C2H14O4S at a distorted geometry, from the OMol25 dataset.

Geometry (Å):
H  0.353  1.427  -3.922
H  1.221  5.291  -1.867
H  -0.510  0.320  -4.271
H  1.665  4.718  -0.515
H  0.134  -1.606  1.416
H  0.551  0.926  2.711
H  -1.667  -2.234  5.022
H  3.392  0.178  -6.083
H  -1.291  -0.811  3.006
H  -1.982  -3.578  3.866
C  -2.189  -2.547  4.090
S  -0.499  -2.726  1.826
O  0.975  1.099  1.841
O  2.772  -0.336  -6.614
O  0.368  0.648  -4.493
H  1.844  -0.133  -6.333
H  -2.618  -1.780  2.207
H  1.583  0.350  1.932
C  -1.666  -1.784  2.802
H  -3.306  -2.542  4.356
O  0.870  5.121  -0.976

Output
2S+1: 1
Structure (SMILES): CCS.O.O.O.O
Net charge: 0
Frontier orbital gap (hartree): 0.3465
ΔE to the lowest compared entry with this formula, charge and spin (kcal per mole): 39.3
E_HOMO (eV): -9.161